{"formula": "C46H56BBrClN9OTa", "method": "ωB97M-V with the def2-TZVPD basis set", "spin_multiplicity": 1, "e_tot_ha": -5469.7047, "mol_weight_da": 1058.1, "gap_ev": 4.45, "total_charge": 3, "homo_ha": -0.5699, "symbols": ["Ta", "Cl", "C", "C", "C", "C", "O", "C", "C", "N", "C", "C", "C", "C", "C", "C", "C", "C", "N", "C", "C", "H", "H", "H", "H", "H", "H", "H", "H", "H", "H", "C", "C", "C", "C", "N", "N", "B", "N", "N", "C", "C", "C", "C", "C", "C", "C", "C", "N", "N", "C", "C", "C", "C", "C", "C", "C", "C", "C", "C", "C", "C", "H", "H", "H", "H", "H", "H", "H", "H", "H", "H", "H", "H", "H", "H", "H", "H", "H", "H", "H", "H", "H", "H", "H", "H", "H", "H", "H", "H", "H", "H", "H", "H", "H", "H", "H", "H", "H", "H", "H", "H", "C", "C", "C", "C", "C", "Br", "N", "C", "H", "H", "H", "H", "H", "H"], "xyz": [[0.4853, 0.1290, 0.5750], [-3.3572, 0.9595, 7.0416], [-2.3228, 0.6954, 5.7112], [-1.2788, 1.5769, 5.4519], [-0.5010, 1.4163, 4.3280], [-0.7520, 0.3736, 3.4406], [-0.0849, 0.2690, 2.2703], [-1.6932, -0.6284, 3.7863], [-1.6531, -1.9525, 3.1732], [-0.9472, -2.2871, 2.1629], [-0.6826, -3.6580, 1.9962], [-1.5247, -4.6675, 2.4102], [-1.1809, -6.0172, 2.2706], [0.0477, -6.3614, 1.7932], [0.9745, -5.3611, 1.4327], [2.3040, -5.6832, 1.1038], [3.1922, -4.6712, 0.9106], [2.7161, -3.3545, 0.9028], [1.4594, -2.9995, 1.0921], [0.5974, -3.9876, 1.4673], [-2.4891, -0.4237, 4.9082], [-1.0760, 2.3819, 6.1453], [0.3211, 2.0868, 4.1393], [-2.1740, -2.7208, 3.7500], [-2.4851, -4.4294, 2.8467], [-1.8836, -6.7791, 2.5790], [0.3436, -7.4003, 1.7240], [2.6109, -6.7205, 1.0566], [4.2453, -4.8536, 0.7505], [3.4348, -2.5704, 0.7557], [-3.2452, -1.1543, 5.1683], [-2.4277, 3.1885, -3.3222], [-1.0914, 2.7560, -2.8293], [0.1092, 2.9223, -3.4648], [1.0914, 2.3446, -2.6515], [0.4912, 1.7935, -1.5705], [-0.8481, 2.0935, -1.6786], [-1.8753, 1.9731, -0.5635], [-1.2730, 2.4118, 0.7912], [0.0799, 2.4972, 0.9719], [0.3172, 3.4093, 1.9213], [-0.9103, 3.9349, 2.3456], [-1.8929, 3.2711, 1.6339], [-3.3681, 3.3949, 1.7470], [1.7032, 3.8696, 2.2970], [2.3345, 4.4101, 1.0006], [1.6296, 5.0084, 3.3178], [2.5527, 2.7208, 2.8749], [-2.3887, 0.5247, -0.5264], [-1.5395, -0.5532, -0.4585], [-2.2499, -1.6511, -0.8435], [-3.5417, -1.2410, -1.1452], [-3.5970, 0.1274, -0.9428], [-4.7763, 1.0049, -1.1657], [-1.8703, -3.1137, -0.9239], [-0.3799, -3.4096, -0.7633], [-2.7089, -3.8116, 0.1676], [-2.3086, -3.6706, -2.2924], [2.5444, 2.4867, -3.0812], [3.5815, 2.0918, -2.0422], [2.7580, 1.6226, -4.3348], [2.7855, 3.9716, -3.4168], [-2.3101, 3.6678, -4.2905], [-3.0886, 2.3310, -3.4497], [-2.9002, 3.8984, -2.6436], [0.2552, 3.4210, -4.4061], [-2.7935, 2.6777, -0.8046], [-1.0637, 4.7110, 3.0756], [-3.6245, 3.9358, 2.6548], [-3.7863, 3.9496, 0.9045], [-3.8337, 2.4090, 1.7704], [1.7208, 5.2124, 0.5890], [3.3260, 4.8132, 1.2082], [2.4141, 3.6265, 0.2466], [1.1241, 5.8774, 2.8967], [1.1090, 4.7038, 4.2280], [2.6399, 5.3090, 3.5933], [2.2739, 1.7483, 2.4535], [3.6091, 2.8939, 2.6671], [2.4433, 2.6619, 3.9586], [-4.3595, -1.8555, -1.4760], [-5.6539, 0.3867, -1.3368], [-4.9617, 1.6591, -0.3155], [-4.6373, 1.6330, -2.0449], [0.1217, -2.7160, -0.0865], [-0.2464, -4.4182, -0.3750], [0.1225, -3.3745, -1.7286], [-2.5507, -3.3415, 1.1357], [-3.7695, -3.7340, -0.0654], [-2.4518, -4.8695, 0.2235], [-1.8945, -3.0823, -3.1138], [-1.9621, -4.7004, -2.3853], [-3.3914, -3.6786, -2.3982], [4.5532, 2.4927, -2.3299], [3.3380, 2.4959, -1.0616], [3.6862, 1.0129, -2.0012], [2.5119, 0.5773, -4.1265], [2.1390, 1.9593, -5.1655], [3.8010, 1.6733, -4.6514], [2.5373, 4.6048, -2.5633], [3.8373, 4.1245, -3.6588], [2.2063, 4.3083, -4.2733], [1.4956, -2.8381, -4.4991], [2.0424, -2.1529, -3.2880], [3.3955, -2.2146, -2.9505], [3.8714, -1.5539, -1.8228], [2.9445, -0.9012, -1.0551], [3.3875, 0.2035, 0.4594], [1.6386, -0.8859, -1.2947], [1.2029, -1.4669, -2.4171], [2.2648, -2.9866, -5.2534], [0.6692, -2.2834, -4.9415], [1.1150, -3.8246, -4.2204], [4.0845, -2.7626, -3.5809], [4.9231, -1.5526, -1.5706], [0.1427, -1.3706, -2.6151]], "forces_ev_per_a": [[-1.960, 1.874, -2.797], [-0.006, -0.031, 0.052], [0.056, 0.027, -0.101], [-0.091, 0.028, 0.259], [0.303, -0.114, -0.628], [-1.029, -0.296, 1.471], [0.875, -0.886, -0.216], [0.464, 0.510, -0.528], [-0.125, -0.166, -0.096], [0.407, 0.601, 0.336], [0.835, -0.638, 0.713], [0.667, -0.097, 0.472], [-0.116, -0.072, 0.186], [0.093, -0.055, -0.052], [-0.072, 0.324, 0.169], [0.042, -0.046, -0.011], [0.227, -0.030, -0.178], [-0.375, 0.012, 0.165], [1.485, 0.344, 1.249], [0.172, -0.558, 1.641], [-0.092, -0.125, -0.118], [-0.021, 0.029, -0.035], [-0.030, 0.094, -0.036], [0.102, 0.116, 0.150], [-0.030, -0.069, -0.063], [-0.004, 0.000, -0.006], [0.012, 0.002, -0.005], [0.000, -0.007, 0.056], [-0.009, -0.022, -0.044], [0.121, 0.269, -0.135], [0.065, -0.053, 0.033], [-0.041, -0.007, 0.161], [0.191, 0.027, -0.201], [-0.040, -0.107, 0.090], [-0.098, -0.033, -0.198], [0.042, -0.563, 0.669], [-0.060, 0.259, -0.111], [-0.022, -0.163, -0.339], [0.120, -0.332, -0.060], [0.624, -1.579, -0.431], [-0.021, 0.213, 0.216], [0.024, -0.105, -0.184], [0.224, 0.076, 0.547], [-0.038, 0.069, -0.244], [0.124, -0.059, -0.093], [-0.011, -0.012, 0.074], [-0.020, -0.106, -0.063], [-0.037, 0.152, -0.032], [-0.485, 0.175, 0.132], [2.122, 0.699, 0.903], [-0.310, -0.273, -0.176], [0.278, 0.123, 0.058], [0.039, -0.329, 0.010], [0.052, 0.166, 0.015], [-0.012, -0.170, -0.064], [-0.808, 0.408, -1.018], [-0.602, 0.315, -0.459], [-0.103, 0.080, 0.085], [0.125, -0.154, 0.016], [-0.069, 0.125, -0.060], [0.023, 0.069, 0.010], [0.006, -0.009, -0.007], [0.002, 0.008, -0.002], [-0.038, 0.028, -0.006], [-0.040, -0.009, -0.029], [0.034, 0.022, 0.012], [-0.143, -0.038, 0.028], [-0.002, 0.031, -0.024], [0.017, -0.031, 0.022], [0.005, -0.025, -0.008], [-0.031, 0.029, 0.029], [0.017, -0.007, -0.037], [0.011, -0.024, 0.000], [-0.008, 0.019, 0.001], [-0.001, 0.019, 0.037], [0.018, 0.012, 0.020], [-0.002, 0.022, 0.021], [0.025, 0.024, 0.057], [0.016, 0.001, 0.030], [0.003, -0.126, -0.014], [0.027, -0.065, -0.020], [-0.006, -0.009, 0.046], [-0.026, -0.005, -0.006], [-0.003, 0.030, 0.017], [-0.648, -0.028, -0.973], [-0.179, 0.171, -0.502], [-0.072, -0.056, -0.045], [-0.709, -0.047, -0.841], [-0.066, -0.008, -0.145], [-0.060, 0.114, -0.111], [0.068, -0.037, -0.021], [0.009, 0.002, -0.014], [-0.025, -0.005, -0.046], [0.008, -0.014, -0.017], [0.060, -0.015, -0.039], [0.035, 0.109, -0.049], [0.019, 0.003, -0.028], [-0.017, -0.020, 0.001], [0.003, 0.013, -0.007], [0.016, 0.024, -0.010], [0.002, -0.025, -0.012], [-0.037, -0.002, 0.022], [-0.108, -0.105, -0.017], [0.235, 0.054, 0.113], [-0.296, 0.054, 0.033], [0.240, 0.042, 0.096], [-0.163, -0.092, -0.087], [-1.111, -0.627, 0.550], [-0.153, 0.381, 1.012], [-0.197, 0.114, -0.144], [-0.002, 0.036, -0.014], [0.029, 0.039, -0.001], [0.005, -0.002, -0.020], [0.033, 0.033, -0.008], [0.007, 0.050, 0.004], [0.013, 0.016, 0.002]]}